No. 1
The following is a DFT calculation (ωB97M-V/def2-TZVPD) of C5H8N2O in the gas phase.

Geometry as ORCA input:
```
! RIJCOSX wB97M-V def2-TZVPD def2/J DEFGRID3
* xyz 0 1
C 1.84026 -0.13944 -0.91291
C 0.62451 -0.58894 -0.34793
C 0.50924 0.16634 1.01906
N -0.39841 -0.36919 1.91410
C -1.56970 -0.25763 1.42409
N -1.53267 0.45344 0.14281
O -2.24864 -0.37575 -0.87753
C -0.17713 0.74728 -0.23481
H 2.74553 -0.64557 -0.34783
H 2.07047 0.96779 -0.81235
H 1.77196 -0.36886 -1.95940
H 0.15043 -1.61070 -0.26664
H 1.50814 0.55220 1.32026
H -2.56493 -0.52588 1.99980
H -2.63234 0.39538 -1.34259
H -0.09672 1.59953 -0.71811
*
```

Results
M	112.1	g mol⁻¹
SMILES	C[C@H]1[C@@H]2N=CN(O)[C@H]12
E_HOMO	-8.475	eV
lowest unoccupied orbital energy	0.80	eV
strongest force on any atom	8.6	eV/A

Here are the Mulliken charges for atoms 1 to 8, given in e: atom 1 (C): -1.525, atom 2 (C): 0.195, atom 3 (C): 0.097, atom 4 (N): -0.596, atom 5 (C): -0.022, atom 6 (N): -0.277, atom 7 (O): -0.405, atom 8 (C): -0.431



No. 2
The following is a DFT calculation (ωB97M-V/def2-TZVPD) of C5H8N2O in the gas phase.

Geometry as ORCA input:
```
! RIJCOSX wB97M-V def2-TZVPD def2/J DEFGRID3
* xyz 0 1
C -2.93793 -0.98339 0.01839
C -1.66856 -0.17571 -0.20385
N -0.68211 -0.39786 0.57244
C 0.70049 -0.35028 0.86976
C 1.59394 -0.84877 -0.13669
O 1.61734 -1.50265 -1.11826
N 2.00059 0.33472 0.32134
C 2.40524 1.64281 -0.25195
H -3.24556 -1.39303 -0.94143
H -3.86549 -0.31946 0.16414
H -2.65597 -1.78146 0.72703
H -1.59913 0.57207 -1.00717
H 0.79870 -0.61949 1.96018
H 2.35998 2.45124 0.61240
H 3.41408 1.61564 -0.42711
H 1.76438 1.75562 -1.15921
*
```

Results
M	112.1	g mol⁻¹
SMILES	C/C=N/[C@H]1C(=O)N1C
E_HOMO	-9.097	eV
lowest unoccupied orbital energy	0.82	eV
strongest force on any atom	3.8	eV/A

Here are the Mulliken charges for atoms 1 to 8, given in e: atom 1 (C): -0.951, atom 2 (C): 0.080, atom 3 (N): -0.323, atom 4 (C): -0.226, atom 5 (C): 0.511, atom 6 (O): -0.571, atom 7 (N): -0.193, atom 8 (C): -0.708



No. 3
The following is a DFT calculation (ωB97M-V/def2-TZVPD) of C5H8N2O in the gas phase.

Geometry as ORCA input:
```
! RIJCOSX wB97M-V def2-TZVPD def2/J DEFGRID3
* xyz 0 1
C -0.57428 2.10766 0.15274
C 0.22933 0.84328 -0.01212
C 1.50611 0.85437 -0.11761
C 2.11500 -0.57510 -0.11834
N 0.98938 -1.39610 0.07090
C -0.06426 -0.61587 0.12317
N -1.30206 -1.09381 0.34944
O -2.23692 -0.36609 -0.42501
H -0.81684 2.24923 1.18791
H -0.04698 2.97668 -0.29631
H -1.51157 1.96126 -0.36774
H 2.20356 1.73812 -0.03479
H 2.52024 -0.87923 -1.11238
H 2.87755 -0.80946 0.65368
H -1.37230 -2.12871 0.26017
H -3.04091 -0.43593 0.00006
*
```

Results
M	112.1	g mol⁻¹
SMILES	CC1=CCN=C1NO
E_HOMO	-8.569	eV
lowest unoccupied orbital energy	0.82	eV
strongest force on any atom	6.3	eV/A

Here are the Mulliken charges for atoms 1 to 8, given in e: atom 1 (C): -1.133, atom 2 (C): 0.744, atom 3 (C): -0.487, atom 4 (C): -0.324, atom 5 (N): -0.727, atom 6 (C): 0.098, atom 7 (N): -0.132, atom 8 (O): -0.427



No. 4
The following is a DFT calculation (ωB97M-V/def2-TZVPD) of 2 unconnected molecules or ions with the total composition C5H8N2O.

Geometry as ORCA input:
```
! RIJCOSX wB97M-V def2-TZVPD def2/J DEFGRID3
* xyz 0 1
C -0.42557 1.62197 2.01885
C -1.11158 0.23681 -0.18066
C -0.56343 -0.79991 -1.13529
C 0.72802 -0.95954 -0.27041
C 2.04010 -0.97190 -0.88504
H -1.93729 1.18523 1.97461
H -0.02712 2.74895 2.61321
H -2.11773 0.24442 0.33672
H -1.36721 1.02984 -1.00959
H -1.19001 -1.63718 -1.05525
H -0.64203 -0.24092 -2.17326
H 0.79705 -1.67334 0.48333
H 2.84035 -0.27517 -0.71094
N 0.57327 1.07911 1.38236
N 0.22463 0.28852 0.35670
O 2.17855 -1.87688 -1.74534
*
```

Results
M	112.1	g mol⁻¹
E_HOMO	-8.233	eV
lowest unoccupied orbital energy	0.52	eV
strongest force on any atom	5.3	eV/A

Here are the Mulliken charges for atoms 1 to 8, given in e: atom 1 (C): -0.217, atom 2 (C): -0.709, atom 3 (C): -0.611, atom 4 (C): 0.245, atom 5 (C): -0.320, atom 6 (H): 0.209, atom 7 (H): 0.254, atom 8 (H): 0.424



No. 5
The following is a DFT calculation (ωB97M-V/def2-TZVPD) of C5H8N2O in the gas phase.

Geometry as ORCA input:
```
! RIJCOSX wB97M-V def2-TZVPD def2/J DEFGRID3
* xyz 0 1
C 0.96873 1.59663 -1.88029
N 1.03343 0.10660 -1.56135
C 0.19412 -0.28228 -0.57735
N -0.85250 0.39670 -0.18420
C -1.44055 -0.36623 0.90175
C -0.53935 -0.54276 2.11600
C -0.60454 -1.60041 1.06106
O 0.41504 -1.43848 0.06794
H 1.36331 1.69340 -2.88608
H 1.58037 2.26290 -1.22458
H -0.07987 2.05069 -1.82330
H 2.03912 -0.25651 -1.54660
H -2.49462 -0.43063 0.99444
H -0.90189 -0.73280 3.16477
H 0.27219 0.20243 2.17678
H -0.95299 -2.65925 1.20102
*
```

Results
M	112.1	g mol⁻¹
SMILES	CNC1=N[C@@H]2C[C@@H]2O1
E_HOMO	-8.430	eV
lowest unoccupied orbital energy	1.00	eV
strongest force on any atom	2.9	eV/A

Here are the Mulliken charges for atoms 1 to 8, given in e: atom 1 (C): -0.770, atom 2 (N): -0.276, atom 3 (C): 0.583, atom 4 (N): -0.597, atom 5 (C): -0.233, atom 6 (C): -0.658, atom 7 (C): 0.041, atom 8 (O): -0.411



No. 6
The following is a DFT calculation (ωB97M-V/def2-TZVPD) of C5H8N2O in the gas phase.

Geometry as ORCA input:
```
! RIJCOSX wB97M-V def2-TZVPD def2/J DEFGRID3
* xyz 0 1
C 1.05123 -0.96668 1.25692
C 0.00983 -0.99999 0.17042
C -0.43490 0.30314 -0.43766
C -0.67464 1.41820 0.55955
C -0.05080 0.62612 -1.82119
O -1.35098 0.20127 -1.49762
N -0.87796 -2.17716 0.03565
N 0.04233 -2.18098 -0.75236
H 1.35569 -1.97859 1.51267
H 1.92827 -0.40885 0.93673
H 0.63839 -0.50267 2.15224
H 0.26147 1.73432 1.01049
H -1.12399 2.26214 0.04459
H -1.35623 1.08619 1.33925
H 0.54207 -0.08218 -2.39059
H 0.04022 1.66572 -2.11911
*
```

Results
M	112.1	g mol⁻¹
SMILES	CC1([C@@]2(C)CO2)N=N1
E_HOMO	-9.421	eV
lowest unoccupied orbital energy	0.90	eV
strongest force on any atom	1.2	eV/A

Here are the Mulliken charges for atoms 1 to 8, given in e: atom 1 (C): -1.446, atom 2 (C): 1.106, atom 3 (C): 1.112, atom 4 (C): -1.533, atom 5 (C): -0.706, atom 6 (O): -0.496, atom 7 (N): -0.394, atom 8 (N): -0.391



No. 7
The following is a DFT calculation (ωB97M-V/def2-TZVPD) of C5H8N2O in the gas phase.

Geometry as ORCA input:
```
! RIJCOSX wB97M-V def2-TZVPD def2/J DEFGRID3
* xyz 0 1
C 0.79736 0.64580 -1.70639
C -0.07424 -0.50566 -1.31768
C -0.84928 -0.61592 -0.18848
C -1.88676 -1.74507 -0.04689
O -1.74985 -2.96506 -0.29737
N -0.92424 0.31737 0.83935
C -0.09490 0.91223 1.68310
N 1.36269 0.92431 1.40086
H 0.84502 0.67489 -2.74620
H 1.86792 0.63220 -1.00226
H 0.31412 1.49295 -1.05092
H -0.13679 -1.21603 -2.05264
H -2.67510 -1.42623 0.65483
H -0.37168 1.54806 2.51806
H 1.87548 0.24734 0.83608
H 1.70026 1.07883 2.47655
*
```

Results
M	112.1	g mol⁻¹
SMILES	C/C=C(C=O)\N=C/N
E_HOMO	-8.606	eV
lowest unoccupied orbital energy	0.15	eV
strongest force on any atom	7.1	eV/A

Here are the Mulliken charges for atoms 1 to 8, given in e: atom 1 (C): -0.964, atom 2 (C): -0.293, atom 3 (C): 0.434, atom 4 (C): -0.164, atom 5 (O): -0.496, atom 6 (N): -0.496, atom 7 (C): -0.038, atom 8 (N): -0.452



No. 8
The following is a DFT calculation (ωB97M-V/def2-TZVPD) of C5H8N2O in the gas phase.

Geometry as ORCA input:
```
! RIJCOSX wB97M-V def2-TZVPD def2/J DEFGRID3
* xyz 0 1
C 0.91627 -0.36698 1.61847
N 1.60386 -0.65295 0.62215
N 0.75659 -1.17600 -0.38021
C -0.72666 -0.74109 -0.04856
C -1.16225 0.64761 -0.64053
C -0.29285 1.87913 -0.64453
O -0.28533 0.95344 -1.74884
C -0.61242 -0.74759 1.38031
H 1.21929 0.00117 2.57590
H 1.01301 -0.69932 -1.30849
H -1.40911 -1.38765 -0.78024
H -2.23849 0.48188 -0.67656
H 0.85219 1.87351 -0.53260
H -0.71266 2.79075 -0.71196
H -0.53181 -1.82996 1.81213
H -1.16541 -0.08188 1.92803
*
```

Results
M	112.1	g mol⁻¹
SMILES	C1=NN[C@H]([C@H]2CO2)C1
E_HOMO	-8.881	eV
lowest unoccupied orbital energy	0.92	eV
strongest force on any atom	5.4	eV/A

Here are the Mulliken charges for atoms 1 to 8, given in e: atom 1 (C): -0.090, atom 2 (N): -0.564, atom 3 (N): -0.382, atom 4 (C): 0.152, atom 5 (C): -0.067, atom 6 (C): -0.538, atom 7 (O): -0.500, atom 8 (C): -0.789



No. 9
The following is a DFT calculation (ωB97M-V/def2-TZVPD) of C5H8N2O in the gas phase.

Geometry as ORCA input:
```
! RIJCOSX wB97M-V def2-TZVPD def2/J DEFGRID3
* xyz 0 1
C 1.68069 -0.31624 1.21980
N 1.65759 0.71842 1.86617
O 0.56294 1.62826 1.31485
C -0.39117 0.65620 0.68926
C -1.24319 0.95119 -0.51811
N -1.29803 -0.31044 -1.29755
C -0.22462 -1.21660 -0.61281
C 0.61439 -0.45822 0.21601
H 2.63930 -0.68363 1.38093
H -0.77161 0.04324 1.52641
H -2.10765 1.15208 0.19532
H -0.87130 1.68858 -1.14908
H -1.15854 -0.15565 -2.36970
H 0.61975 -1.55735 -1.45383
H -0.88175 -2.23715 -0.33008
H 1.17320 0.09733 -0.67761
*
```

Results
M	112.1	g mol⁻¹
SMILES	C1=NO[C@H]2CNC[C@H]12
E_HOMO	-9.241	eV
lowest unoccupied orbital energy	0.73	eV
strongest force on any atom	9.4	eV/A

Here are the Mulliken charges for atoms 1 to 8, given in e: atom 1 (C): -0.418, atom 2 (N): -0.345, atom 3 (O): -0.317, atom 4 (C): 0.048, atom 5 (C): -0.573, atom 6 (N): -0.412, atom 7 (C): -0.427, atom 8 (C): 0.249



No. 10
The following is a DFT calculation (ωB97M-V/def2-TZVPD) of C5H8N2O in the gas phase.

Geometry as ORCA input:
```
! RIJCOSX wB97M-V def2-TZVPD def2/J DEFGRID3
* xyz 0 1
C 1.24994 -0.98080 -0.52066
C 0.03430 -0.38481 0.11988
C -1.07652 -1.25182 0.68288
C -1.31918 -0.34997 -0.49124
N -1.45769 1.07790 -0.41209
O -1.21641 1.46262 1.04272
C -0.08631 1.07438 0.37729
N 0.88208 2.02576 0.08730
H 1.65558 -0.33840 -1.30915
H 2.03488 -1.15193 0.22310
H 1.01563 -1.94765 -0.97448
H -1.51505 -0.99076 1.63818
H -1.00943 -2.31552 0.48769
H -1.50608 -0.77463 -1.47074
H 0.50371 2.96560 0.06087
H 1.81055 1.88004 0.45847
*
```

Results
M	112.1	g mol⁻¹
SMILES	C[C@]12C[C@H]1N1O[C@]12N
E_HOMO	-8.141	eV
lowest unoccupied orbital energy	0.90	eV
strongest force on any atom	3.7	eV/A

Here are the Mulliken charges for atoms 1 to 8, given in e: atom 1 (C): -1.576, atom 2 (C): 0.971, atom 3 (C): -0.799, atom 4 (C): -0.320, atom 5 (N): -0.538, atom 6 (O): -0.415, atom 7 (C): 0.763, atom 8 (N): -0.494



No. 11
The following is a DFT calculation (ωB97M-V/def2-TZVPD) of a molecular structure, C5H8N2O.

Geometry as ORCA input:
```
! RIJCOSX wB97M-V def2-TZVPD def2/J DEFGRID3
* xyz 0 1
C 0.28863 -1.16990 -0.54556
C 0.33518 0.63975 -0.41167
C -0.97802 1.26731 -0.41374
N 1.18375 0.81124 0.76173
C -0.61695 -1.57182 0.54202
O 1.59742 -1.57110 -0.44136
N -2.34686 0.01586 -0.12552
C -1.76762 -0.90975 0.37931
H 1.97863 -1.01831 0.27079
H -0.08813 -1.33687 -1.55249
H 0.90346 0.82963 -1.31929
H 1.68600 1.69037 0.74402
H 0.63410 0.77385 1.61203
H -1.35259 1.60898 -1.37220
H -1.20956 1.93473 0.41014
H -0.24745 -1.99397 1.46179
*
```

Results
M	112.1	g mol⁻¹
E_HOMO	-8.288	eV
lowest unoccupied orbital energy	0.31	eV
strongest force on any atom	1.5	eV/A

Here are the Mulliken charges for atoms 1 to 8, given in e: atom 1 (C): -0.117, atom 2 (C): 0.023, atom 3 (C): -0.632, atom 4 (N): -0.659, atom 5 (C): -0.780, atom 6 (O): -0.551, atom 7 (N): -0.581, atom 8 (C): 0.504



No. 12
The following is a DFT calculation (ωB97M-V/def2-TZVPD) of C5H8N2O2 in the gas phase.

Geometry as ORCA input:
```
! RIJCOSX wB97M-V def2-TZVPD def2/J DEFGRID3
* xyz 0 1
C -1.84318 -1.81338 0.79033
N -2.23422 -0.66560 0.48155
C -1.66911 0.03071 -0.62298
C -0.78829 1.22298 -0.29619
C 0.36822 0.97297 0.58734
C 1.48562 0.40625 0.26010
N 2.50376 -0.14566 -0.24634
O 2.83912 -1.32305 -0.39660
O 3.67330 0.75089 -0.47880
H -2.26775 -2.27526 1.67785
H -1.14939 -2.28837 0.15641
H -2.53801 0.40027 -1.13120
H -1.14590 -0.52911 -1.35432
H -1.46004 2.14759 0.03413
H -0.30326 1.63467 -1.27753
H 0.12323 1.06913 1.74884
H 4.40589 0.40498 0.06740
*
```

Results
M	128.1	g mol⁻¹
SMILES	C=NCCC=C=[N+]([O-])O
E_HOMO	-9.186	eV
lowest unoccupied orbital energy	0.48	eV
strongest force on any atom	4.3	eV/A

Here are the Mulliken charges for atoms 1 to 8, given in e: atom 1 (C): -0.291, atom 2 (N): -0.443, atom 3 (C): -0.606, atom 4 (C): -0.473, atom 5 (C): -0.466, atom 6 (C): 0.292, atom 7 (N): 0.532, atom 8 (O): -0.633



No. 13
The following is a DFT calculation (ωB97M-V/def2-TZVPD) of C5H8N2O2 in the gas phase.

Geometry as ORCA input:
```
! RIJCOSX wB97M-V def2-TZVPD def2/J DEFGRID3
* xyz 0 1
N -2.95157 0.08613 0.29918
C -1.97196 -0.57656 -0.54704
C -0.58625 -0.42884 0.26165
O -0.44191 1.16660 0.11861
N 0.68331 1.68359 -0.21052
C 1.83656 1.05835 -0.12905
C 1.74277 -0.28544 0.50386
O 1.88671 -1.61820 -0.04105
C 0.72647 -0.82258 -0.37598
H -2.60338 -0.29126 1.45687
H -3.96588 -0.11932 0.06843
H -2.30781 -1.68715 -0.83105
H -1.68607 -0.04279 -1.41207
H -0.59785 -0.89520 1.28287
H 2.83798 1.42233 -0.32336
H 1.62143 -0.43323 1.64887
H 0.53543 -0.39823 -1.41238
*
```

Results
M	128.1	g mol⁻¹
SMILES	NC[C@@H]1ON=C[C@@H]2O[C@H]21
E_HOMO	-9.209	eV
lowest unoccupied orbital energy	0.78	eV
strongest force on any atom	5.4	eV/A

Here are the Mulliken charges for atoms 1 to 8, given in e: atom 1 (N): -0.520, atom 2 (C): -0.419, atom 3 (C): -0.158, atom 4 (O): -0.140, atom 5 (N): -0.356, atom 6 (C): -0.113, atom 7 (C): -0.050, atom 8 (O): -0.432



No. 14
The following is a DFT calculation (ωB97M-V/def2-TZVPD) of C5H8N2O2 in the gas phase.

Geometry as ORCA input:
```
! RIJCOSX wB97M-V def2-TZVPD def2/J DEFGRID3
* xyz 0 1
C 0.36968 -1.86202 0.32856
C 0.30253 -0.37229 -0.07271
C 1.73896 0.25573 0.01276
O 2.65490 -0.07931 -0.72900
O 1.81833 1.00465 1.15780
N -0.22032 -0.27067 -1.46324
C -1.08454 0.62178 -1.46015
C -1.28671 1.33773 -0.18828
N -0.53682 0.48433 0.75960
H -0.55397 -2.45291 -0.01538
H 0.35256 -1.91934 1.40319
H 1.23499 -2.21136 -0.13610
H 1.03658 1.09959 1.76543
H -1.64721 0.83936 -2.34245
H -0.70670 2.25256 -0.12135
H -2.27267 1.41128 -0.01607
H -1.19960 -0.13911 1.11739
*
```

Results
M	128.1	g mol⁻¹
SMILES	C[C@@]1(C(=O)O)N=CCN1
E_HOMO	-9.856	eV
lowest unoccupied orbital energy	0.65	eV
strongest force on any atom	4.2	eV/A

Here are the Mulliken charges for atoms 1 to 8, given in e: atom 1 (C): -1.623, atom 2 (C): 1.519, atom 3 (C): 0.228, atom 4 (O): -0.564, atom 5 (O): -0.531, atom 6 (N): -0.565, atom 7 (C): -0.181, atom 8 (C): -0.674



Number 1: orbital gap 9.3 eV. Number 2: orbital gap 9.9 eV. Number 3: orbital gap 9.4 eV. Number 4: orbital gap 8.7 eV. Number 5: orbital gap 9.4 eV. Number 6: orbital gap 10.3 eV. Number 7: orbital gap 8.8 eV. Number 8: orbital gap 9.8 eV. Number 9: orbital gap 10.0 eV. Number 10: orbital gap 9.0 eV. Number 11: orbital gap 8.6 eV. Number 12: orbital gap 9.7 eV. Number 13: orbital gap 10.0 eV. Number 14: orbital gap 10.5 eV.